# 1
This record from the OMol25 dataset describes a single C10H15OPS molecule at a distorted geometry. The level of theory is ωB97M-V with the def2-TZVPD basis set.

Each line ends with the Mulliken charge.
Positions of all 28 atoms, in Å:
C1 -0.083 2.256 2.875  -1.515
C2 -0.082 2.173 1.275  0.172
C3 -1.075 3.101 0.653  -1.191
C4 -0.595 0.732 0.899  -1.235
P1 -0.087 0.320 -1.115  0.367
O1 1.266 1.167 -1.438  -0.494
S1 -1.545 0.645 -2.360  -0.326
C5 0.368 -1.360 -0.986  0.492
C6 1.655 -1.786 -1.504  -0.297
C7 1.767 -3.119 -1.800  -0.406
C8 0.765 -3.977 -1.465  -0.327
C9 -0.448 -3.583 -0.797  -0.433
C10 -0.572 -2.272 -0.468  -0.526
H1 -1.000 1.819 3.140  0.387
H2 -0.165 3.256 3.101  0.479
H3 0.753 1.763 3.360  0.345
H4 0.844 2.102 0.790  0.543
H5 -1.035 2.803 -0.384  0.396
H6 -2.105 2.962 1.003  0.313
H7 -0.804 4.173 0.841  0.341
H8 -1.660 0.783 1.092  0.448
H9 -0.223 -0.029 1.521  0.593
H10 0.746 1.841 -1.955  0.385
H11 2.405 -0.937 -1.748  0.285
H12 2.814 -3.534 -2.058  0.251
H13 0.799 -5.007 -1.850  0.318
H14 -1.168 -4.382 -0.460  0.322
H15 -1.535 -1.910 -0.159  0.316

Results
orbital gap	9.054	eV
energy	-32784.32376	eV
HOMO	-8.6	eV
M	214.3	Da
charge	0
multiplicity	1



# 2
This record from the OMol25 dataset describes a 2-piece molecular cluster, C2H6OS2 overall at a distorted geometry. The level of theory is ωB97M-V with the def2-TZVPD basis set.

Each line ends with the Mulliken charge.
Positions of all 11 atoms, in Å:
C1 -0.252 2.152 3.006  -0.600
C2 0.998 2.488 2.481  0.033
O1 1.394 2.941 1.181  -0.467
H1 -0.415 1.317 3.833  0.190
H2 -1.210 2.348 2.518  0.250
H3 1.936 1.964 2.786  0.236
H4 2.190 3.479 1.392  0.358
S1 -0.402 -1.075 -2.362  -0.163
S2 -0.638 -2.448 -0.733  -0.184
H5 -1.768 -0.730 -2.162  0.176
H6 0.294 -3.367 -1.233  0.170

Results
orbital gap	8.855	eV
energy	-25886.67878	eV
HOMO	-8.7	eV
M	110.2	Da
charge	0
multiplicity	1



# 3
This record from the OMol25 dataset describes a 10-piece molecular cluster, C6H30N2O9 overall at a distorted geometry. The level of theory is ωB97M-V with the def2-TZVPD basis set.

Each line ends with the Mulliken charge.
Positions of all 47 atoms, in Å:
C1 -1.466 1.909 2.323  -0.332
N1 -1.759 0.798 1.767  -0.112
C2 -0.722 -0.139 1.504  -1.154
C3 -0.795 -0.859 0.378  0.561
C4 0.147 -2.009 0.256  -1.218
C5 1.077 -1.977 -1.023  0.904
C6 2.410 -2.507 -0.484  -1.671
N2 1.212 -0.587 -1.533  -0.584
H1 -0.473 2.178 2.688  0.228
H2 -2.153 2.723 2.498  0.290
H3 -0.159 -0.373 2.399  0.415
H4 -1.513 -0.626 -0.327  0.280
H5 0.672 -2.219 1.205  0.413
H6 -0.382 -2.979 0.271  0.484
H7 0.787 -2.766 -1.803  0.316
H8 2.992 -1.717 0.011  0.341
H9 3.096 -2.746 -1.314  0.383
H10 2.398 -3.372 0.158  0.425
H11 0.367 -0.024 -1.531  0.214
H12 1.588 -0.004 -0.773  0.033
O1 -2.664 -1.914 2.649  -0.635
H13 -3.083 -1.180 2.170  0.318
H14 -2.457 -2.543 1.955  0.336
O2 -2.626 -0.765 -2.595  -0.656
H15 -2.914 -0.892 -1.684  0.393
H16 -2.597 -1.670 -2.950  0.281
O3 2.113 -0.753 2.806  -0.514
H17 1.912 0.099 3.218  0.268
H18 2.695 -1.165 3.477  0.245
O4 1.404 1.722 1.879  -0.608
H19 2.274 2.160 1.807  0.301
H20 1.145 1.825 0.935  0.332
O5 -4.252 -0.405 0.208  -0.672
H21 -3.636 -1.063 0.574  0.248
H22 -4.130 0.466 0.592  0.359
O6 2.140 2.454 -0.570  -0.596
H23 2.905 3.004 -0.738  0.233
H24 1.650 2.170 -1.353  0.278
O7 -2.465 2.142 -2.472  -0.696
H25 -1.949 1.386 -2.154  0.415
H26 -3.079 1.565 -2.954  0.321
O8 -0.165 3.006 -2.668  -0.684
H27 -1.065 3.187 -3.048  0.329
H28 -0.302 3.117 -1.725  0.296
O9 4.137 0.688 -1.074  -0.648
H29 4.014 0.793 -2.029  0.329
H30 3.675 -0.139 -0.925  0.210

Results
orbital gap	9.276	eV
energy	-28113.66151	eV
HOMO	-8.9	eV
M	274.3	Da
charge	0
multiplicity	1



# 4
This record from the OMol25 dataset describes a 2-piece molecular cluster, C8H7NO4 overall at a distorted geometry. The level of theory is ωB97M-V with the def2-TZVPD basis set.

Each line ends with the Mulliken charge.
Positions of all 20 atoms, in Å:
O1 1.511 0.679 -1.087  -0.657
C1 0.347 0.734 -0.739  0.355
O2 -0.364 1.883 -0.577  -0.508
C2 -0.489 -0.434 -0.527  0.615
C3 -1.778 -0.627 -0.836  -0.191
C4 -2.448 -1.719 -0.497  -0.540
C5 -1.836 -2.808 0.197  -0.356
C6 -0.451 -2.629 0.628  -0.584
C7 0.220 -1.446 0.198  -0.543
H1 0.119 2.731 -0.850  0.376
H2 -2.266 0.261 -1.218  0.364
H3 -3.388 -2.000 -0.888  0.369
H4 -2.377 -3.664 0.504  0.420
H5 0.061 -3.562 0.949  0.307
H6 1.158 -1.208 0.475  0.507
O3 0.923 4.178 1.583  -0.428
C8 1.852 3.563 1.232  0.656
N1 2.837 3.085 0.703  -0.280
O4 3.420 1.827 0.717  -0.325
H7 2.949 1.158 0.035  0.445

Results
orbital gap	9.915	eV
energy	-18086.47345	eV
HOMO	-9.9	eV
M	181.1	Da
charge	0
multiplicity	1